# 1
Entry from OMol25: the ion C13H17N2 with charge +1 in a non-equilibrium geometry (ωB97M-V with the def2-TZVPD basis set).

maximum force: 4.21 eV/A
total charge: +1
multiplicity: 1
energy above the lowest of the compared OMol25 structures with the same formula, charge and spin: 141.9 kcal/mol
HOMO energy (spin up / spin down): -10.502 / -10.898 eV
total energy: -614.67283 Ha

Last column: Löwdin charge in e.
Element x y z (Å)
C  3.276  1.671  -0.466  -0.039
C  3.828  0.796  0.552  -0.061
C  2.048  1.459  -0.961  -0.046
C  3.179  -0.316  0.904  -0.023
C  1.148  0.461  -0.440  -0.127
C  1.867  -0.690  0.314  -0.102
C  -2.391  1.805  0.242  -0.116
C  -2.344  0.429  0.923  -0.159
C  -0.876  1.959  -0.372  -0.093
C  -1.308  -1.498  -0.317  -0.144
C  -1.035  -0.330  0.640  -0.216
C  0.756  -2.827  -0.246  -0.107
C  -0.177  0.720  -0.095  -0.140
N  1.512  -1.982  0.467  0.026
N  -0.216  -2.032  -1.101  0.022
H  3.882  2.416  -0.819  0.085
H  4.685  1.034  1.165  0.116
H  1.584  1.837  -1.882  0.133
H  3.747  -0.935  1.580  0.113
H  -3.166  2.014  -0.556  0.122
H  -2.690  2.551  0.988  0.103
H  -2.516  0.644  1.989  0.125
H  -3.250  -0.059  0.579  0.109
H  -0.856  2.290  -1.365  0.100
H  -0.318  2.743  0.201  0.149
H  -1.677  -2.264  0.355  0.128
H  -2.222  -1.196  -0.984  0.179
H  -0.647  -0.601  1.602  0.145
H  0.121  -3.605  0.393  0.155
H  2.060  -2.558  1.145  0.189
H  -0.501  -2.615  -1.995  0.238
H  0.187  -1.174  -1.481  0.137

# 2
Entry from OMol25: a structure of composition Ca6O16P4 in a non-equilibrium geometry (ωB97M-V with the def2-TZVPD basis set).

maximum force: 7.85 eV/A
total charge: 0
multiplicity: 1
energy above the lowest of the compared OMol25 structures with the same formula, charge and spin: 214.8 kcal/mol
HOMO energy: -6.645 eV
total energy: -6635.27964 Ha

Last column: Löwdin charge in e.
Element x y z (Å)
Ca  0.006  -2.279  -1.046  1.448
Ca  -3.710  -1.181  -0.451  1.208
Ca  -0.824  2.287  2.805  1.343
Ca  -1.047  3.689  -1.595  1.479
Ca  0.634  -1.428  2.684  1.540
Ca  1.928  1.207  -1.655  1.474
P  -0.523  0.455  -0.056  0.075
O  0.675  -0.228  -0.578  -0.723
O  -1.381  -0.807  -0.454  -0.784
O  -0.406  1.742  -1.029  -0.698
O  0.013  0.588  1.472  -0.680
P  -1.899  -5.354  -0.651  -0.146
O  -3.071  -5.719  -1.451  -0.141
O  -2.404  -5.547  0.833  -0.212
O  -1.658  -3.784  -0.613  -0.648
O  -0.810  -6.228  -1.105  -0.223
P  1.689  2.734  -4.068  -0.130
O  1.629  3.251  -5.497  -0.347
O  1.437  1.250  -4.346  -0.450
O  0.538  3.368  -3.193  -0.622
O  2.994  2.747  -3.166  -0.554
P  1.265  1.812  4.631  -0.140
O  0.874  3.290  4.117  -0.551
O  2.834  1.740  4.597  -0.435
O  0.652  0.613  3.852  -0.697
O  0.564  1.782  5.963  -0.388

Q: Which value of energy above the lowest of the compared OMol25 structures with the same formula, charge and spin does entry 2 give?
A: 214.8 kcal/mol

Q: Which value of energy above the lowest of the compared OMol25 structures with the same formula, charge and spin does entry 1 give?
A: 141.9 kcal/mol

Q: energy above the lowest of the compared OMol25 structures with the same formula, charge and spin of number 1 (C13H17N2)?
A: 141.9 kcal/mol